1.
{
  "formula": "C4H7N2S",
  "method": "ωB97M-V with the def2-TZVPD basis set",
  "energy_ev": -18066.48910,
  "smiles": "C=NC(=S)[N+](=C)C",
  "charge": 1,
  "orbital_gap_ev": 7.378,
  "e_above_lowest_kcal_mol": 90.0,
  "elements": ["C", "N", "C", "S", "N", "C", "C", "H", "H", "H", "H", "H", "H", "H"],
  "positions_angstrom": [[-2.0191, 1.7672, 0.6446], [-1.2728, 1.1275, -0.1055], [-1.1164, -0.4715, 0.0625], [-2.4429, -1.3265, -0.2783], [0.2144, -0.8412, 0.1644], [0.6173, -1.9534, 0.5541], [1.1350, 0.2246, -0.0866], [-2.4166, 2.8640, 0.5784], [-2.4067, 1.2882, 1.5196], [1.6599, -2.1803, 0.6643], [-0.2215, -2.7880, 0.5784], [2.1837, -0.1827, -0.1062], [1.1242, 0.8146, 0.8448], [0.9259, 0.7776, -0.9416]],
  "atomic_forces_ev_per_a": [[-1.9, 1.7, 1.7], [1.9, -3.4, -1.4], [-4.4, 4.1, -1.1], [1.4, -0.2, 0.6], [0.7, 1.2, -0.5], [-2.4, -4.5, -0.2], [3.5, 0.0, 2.6], [1.4, -1.9, -0.7], [-0.6, -0.4, 0.7], [0.3, 0.1, 0.1], [1.9, 1.7, 0.5], [-1.1, 0.2, -0.3], [-0.1, 0.4, -0.7], [-0.5, 0.8, -1.3]],
  "lowdin_charge": [-0.048, -0.004, -0.715, 0.897, -0.183, 0.190, 0.001, 0.140, 0.071, 0.131, 0.162, 0.134, 0.132, 0.090]
}



2.
{
  "formula": "C4H7N2S",
  "method": "ωB97M-V with the def2-TZVPD basis set",
  "energy_ev": -18067.85125,
  "smiles": "C=N/C=[NH+]/C(C)=S",
  "charge": 1,
  "orbital_gap_ev": 7.734,
  "e_above_lowest_kcal_mol": 58.6,
  "elements": ["C", "N", "C", "N", "C", "C", "S", "H", "H", "H", "H", "H", "H", "H"],
  "positions_angstrom": [[0.1983, 0.0729, 3.0240], [0.5085, -0.0190, 1.8272], [0.2399, 0.1817, 0.6042], [-0.6713, -0.3840, -0.0840], [-0.6809, -0.3415, -1.4784], [0.4672, 0.1194, -2.2097], [-2.1284, -0.6462, -2.1275], [-0.7349, 0.4758, 3.4965], [0.7429, -0.3356, 3.8255], [0.9594, 0.6745, 0.0109], [-1.4962, -0.8596, 0.3134], [0.3987, 0.1375, -3.3349], [0.6794, 1.1849, -1.9338], [1.5173, -0.2608, -1.9333]],
  "atomic_forces_ev_per_a": [[-2.1, 0.4, 1.3], [0.5, -0.2, 2.0], [1.0, 0.2, -0.4], [-1.6, -1.4, -0.1], [-2.4, -0.4, -1.0], [3.8, 1.7, -1.1], [0.1, -0.3, -0.3], [0.5, 0.6, -1.3], [1.5, -1.0, 0.4], [0.8, 1.1, -0.2], [0.6, 0.3, -0.1], [-0.3, -0.4, 1.4], [-0.6, -0.3, -0.3], [-1.7, -0.4, -0.3]],
  "lowdin_charge": [0.132, 0.132, -0.125, 0.063, -0.841, -0.126, 0.871, 0.136, 0.092, 0.141, 0.166, 0.118, 0.109, 0.130]
}